Here is a 22-piece molecular cluster, C81H221N15O22 overall in a non-equilibrium geometry from OMol25. Energies are from ωB97M-V with the def2-TZVPD basis set.

Last column: Mulliken charge in e.
Atoms and positions in Å:
1 O -9.55035 2.75710 -0.60157  -0.48
2 O 7.20121 -2.82696 -2.57248  -0.07
3 O 1.65675 1.57474 -4.45511  0.20
4 O 4.39252 1.83293 -0.75590  1.35
5 O -0.13669 -3.92637 4.92962  -0.37
6 O -1.72584 8.68420 2.65101  -0.46
7 O 3.04912 -6.02130 -2.26588  -0.27
8 O -0.32895 -0.79801 5.58051  0.33
9 O 0.34809 4.87426 5.90989  -0.46
10 O -4.72267 -1.46750 3.54787  -0.05
11 O -3.77150 -2.56866 -1.69083  -0.60
12 O 3.18544 3.31544 -2.89416  1.50
13 O -0.75786 1.20235 -5.74128  -0.36
14 O -1.67961 4.76692 -4.99814  -0.32
15 O -1.27624 1.78671 0.07938  0.94
16 O 5.47533 -0.83321 4.29747  0.02
17 O 3.24269 -3.59532 1.72257  0.05
18 O 1.31322 -9.11148 -3.35943  -0.35
19 O -3.38784 -8.25071 -1.27129  -0.20
20 O -5.12805 3.05854 0.94116  0.71
21 O 0.79993 7.25151 -1.83362  0.08
22 O -1.06021 -2.57197 -3.51017  -0.06
23 N 1.33755 7.72093 4.34350  -0.40
24 N -6.39497 4.46340 -1.19617  -0.25
25 N -0.77607 -5.18522 1.47429  -0.42
26 N -6.98891 -8.02140 -1.78990  -0.68
27 N -3.75065 0.34905 0.60468  1.11
28 N 4.07007 -2.58959 6.12169  -0.43
29 N 2.79646 6.32165 1.12919  -0.59
30 N -0.62795 -10.21178 -1.14740  -0.69
31 N 5.99852 -0.77165 -0.93002  0.45
32 N -4.10600 4.95825 -3.28589  -0.29
33 N 2.96694 3.41769 6.04210  -0.57
34 N 5.49069 -5.37901 -3.44125  -0.50
35 N 6.53483 -5.22814 1.84897  -0.65
36 N -1.69314 1.82819 3.37913  1.22
37 N -6.93433 -0.25808 2.63902  -0.74
38 C -3.99733 -3.71634 -0.84634  0.24
39 C -1.91298 5.86313 -4.15597  0.42
40 C 4.22405 2.48473 0.53582  2.15
41 C 8.21656 -3.84686 -2.65736  -0.83
42 C -8.18405 3.11239 -0.39749  0.70
43 C -1.87170 -0.74276 -6.37191  -1.37
44 C 2.88957 -2.32008 1.21266  1.25
45 C 3.28911 5.05272 -4.56064  -1.08
46 C -1.24378 -11.76350 -2.76705  -1.39
47 C 0.44266 8.69806 3.72935  0.20
48 C -0.83010 -2.88583 2.28497  0.91
49 C 2.00697 0.21709 -4.56536  1.09
50 C 6.61176 -0.33608 3.62276  -0.98
51 C -3.51015 7.23467 -2.65321  -1.37
52 C -6.00060 0.48494 3.42080  2.71
53 C 3.56398 4.91886 4.14524  -1.05
54 C -5.26566 -0.00224 -1.35990  -1.05
55 C -3.21161 -1.41606 -0.99091  1.65
56 C 2.61615 4.61814 5.30803  -0.26
57 C 4.07293 4.06234 -3.70632  0.44
58 C -0.24345 -4.24914 2.48652  2.33
59 C -7.47236 3.17919 -2.94962  -1.47
60 C 5.32649 -0.52558 5.66739  -1.19
61 C -1.06488 0.56590 3.71689  1.93
62 C -5.05463 4.94675 2.41609  -1.30
63 C 1.12733 4.65489 4.76761  1.80
64 C -5.47971 -0.56089 4.40128  -1.14
65 C -3.08534 4.21845 1.01509  -1.73
66 C -0.09082 -3.40455 -2.91445  0.90
67 C -1.02784 4.59038 5.76708  -0.07
68 C 7.55814 0.82093 -2.01933  -1.41
69 C -5.71548 -8.74566 -1.91107  0.53
70 C -0.17135 -0.84196 6.98589  -0.95
71 C -4.22227 -2.60355 4.22837  -0.74
72 C -0.22779 -4.94451 -3.10046  -0.95
73 C 4.84922 -5.32079 3.67148  -0.80
74 C 1.12130 9.72481 2.85299  -1.60
75 C -4.73796 -7.87222 -1.27740  -0.61
76 C -4.37711 -0.67167 -0.29678  1.26
77 C -2.49778 -7.54246 -0.41556  -0.38
78 C -3.36681 6.14464 -3.78822  -0.44
79 C 0.35162 8.42686 -2.47566  -0.71
80 C 4.02808 -1.14178 6.20302  1.35
81 C 0.34290 0.54445 3.21254  -0.17
82 C -2.05947 0.61903 -5.70858  1.58
83 C -1.49714 2.77056 -2.15880  1.12
84 C 0.01754 -3.06530 -1.47417  2.12
85 C 0.62210 1.59299 -1.25866  -0.65
86 C -0.90169 1.66500 -1.27148  3.40
87 C -5.33918 -9.12529 -3.37783  -1.25
88 C -2.91931 7.97915 2.90297  -0.55
89 C 0.87727 5.08895 -0.11956  1.15
90 C 3.61495 -4.77912 -1.95359  0.91
91 C 6.82813 -0.53202 -2.12688  1.80
92 C -7.69602 3.90022 -1.60714  0.24
93 C 2.22897 -6.51696 -1.18555  -0.23
94 C 3.44330 -4.14521 -4.35019  -0.08
95 C 1.99706 -0.22591 -6.04836  -1.61
96 C 2.05668 6.07613 -0.14946  1.60
97 C 4.53434 1.46275 1.64658  -1.15
98 C 5.11028 -5.09626 2.15568  1.10
99 C -0.16969 -10.76193 -2.39851  0.26
100 C -1.02883 0.36858 5.18369  -1.50
101 C 4.64220 -3.69420 1.72964  0.79
102 C 5.20224 3.55901 0.66537  -1.76
103 C -6.67139 1.64897 4.07718  -1.38
104 C 3.36024 -0.02725 -3.82376  -0.31
105 C 7.80116 -1.65174 -2.16650  -1.48
106 C 1.61990 7.38725 -0.67396  -1.28
107 C -0.49238 -4.80007 3.87336  -1.90
108 C 4.44508 -4.41388 -3.19966  1.14
109 C -9.72178 1.32559 -0.64996  -0.65
110 C 1.61556 -8.07635 -4.25624  -0.53
111 C 0.11151 -9.78044 -3.54002  -0.64
112 C 3.84978 -0.70843 7.63291  -1.81
113 C -0.25087 4.48023 -5.07606  -0.47
114 C -4.27226 3.75142 1.82028  1.76
115 C -3.12212 1.54977 -6.30689  -1.61
116 C -0.55986 7.90582 2.95571  1.28
117 C 4.81706 3.12206 -4.66810  -1.33
118 C 1.29720 -3.57345 4.94345  -0.56
119 H 1.58427 -5.73627 -0.84250  0.01
120 H -3.61813 -0.18835 1.43178  -0.40
121 H 4.96601 -3.46773 -3.02126  -0.65
122 H 0.73684 -0.47535 3.27076  -0.26
123 H -1.19576 -1.41054 -5.79490  0.13
124 H -1.45994 -12.35784 -1.88891  0.39
125 H 0.33483 10.34214 2.50194  0.46
126 H 4.77552 4.55184 -3.05515  0.56
127 H -2.32029 -6.46204 -0.73195  0.07
128 H 0.86823 -3.55356 -1.00595  -0.29
129 H 0.91009 7.28884 5.16437  0.24
130 H -4.60159 -3.53675 0.06057  0.23
131 H -7.59228 -8.64822 -1.30834  0.28
132 H -3.03032 -4.09678 -0.47521  -0.05
133 H 6.55170 -0.69758 2.56367  0.07
134 H -5.84172 4.84174 -1.96018  0.04
135 H 0.34125 5.28540 -5.51309  0.40
136 H 4.25650 1.68870 2.68847  0.62
137 H 5.81369 -1.78185 -0.82202  -0.33
138 H 1.79001 -2.35250 1.06695  -0.87
139 H -2.89303 2.56001 -5.98010  0.23
140 H 2.84894 -6.92788 -0.31792  0.25
141 H 0.77550 -11.21214 -2.21926  0.38
142 H 4.67068 -0.86562 8.27888  0.46
143 H -3.54132 4.60812 -2.51318  -0.40
144 H 6.02547 -5.15143 -4.25882  0.37
145 H -0.20777 9.19543 -1.79830  0.18
146 H -1.52265 2.14728 2.39835  -0.67
147 H -3.37224 4.94128 0.27078  0.69
148 H 2.67094 2.54113 5.60815  0.06
149 H 0.64922 -0.12517 7.23798  0.21
150 H -4.76795 -0.21768 5.20498  0.21
151 H -3.38119 8.28705 -2.92932  0.41
152 H 5.01228 -2.97514 2.50262  -0.51
153 H 1.09068 -7.16641 -4.08662  0.07
154 H 4.61352 4.81913 4.38042  0.54
155 H -1.60421 -8.01059 -0.35851  -0.06
156 H -1.51776 4.66136 6.72612  0.33
157 H 1.61614 -7.36555 -1.51749  -0.17
158 H -5.71046 -8.36418 -4.08809  0.43
159 H -4.38871 -4.50025 -1.44884  -0.18
160 H -2.84369 -1.27696 -6.52938  0.42
161 H 4.12714 -4.76130 -1.00015  0.05
162 H 2.88905 -3.23191 -4.12089  -0.53
163 H -2.56216 2.61216 -2.37079  0.37
164 H -1.60822 -0.20077 3.17141  -0.70
165 H 3.59302 0.34631 7.69943  0.32
166 H -1.05009 -0.60310 7.54326  0.32
167 H 2.54347 -1.23735 -6.16018  0.20
168 H -4.05464 4.25845 -3.98017  0.41
169 H 2.54286 5.51977 -3.94120  0.01
170 H 1.25541 -0.35889 -4.06477  -0.17
171 H 5.01730 -6.27436 4.16049  0.45
172 H 5.26499 0.52315 5.78381  0.47
173 H -8.01550 3.63210 0.56122  0.20
174 H -5.13645 0.85585 2.82819  -1.27
175 H -1.87024 -3.16857 1.98920  -0.16
176 H 4.02210 5.80639 -4.92528  0.45
177 H -0.08668 9.18675 4.56040  0.32
178 H -5.54278 -0.63422 -2.21967  0.49
179 H -9.59396 0.97199 0.35292  0.30
180 H -6.44323 -1.05639 2.24428  0.19
181 H -1.13840 3.57095 5.36824  -0.04
182 H 3.32468 -1.12396 -3.66129  -0.19
183 H -1.58316 -4.97059 3.93097  0.44
184 H 0.22525 5.27951 0.74709  -0.20
185 H -2.72300 1.73887 3.55192  -0.15
186 H -1.92512 -2.79657 -3.13341  0.24
187 H 2.51386 2.77182 -3.42360  -0.82
188 H 6.79132 -5.37844 0.85367  0.17
189 H 1.02638 2.06089 -0.35388  -0.98
190 H -4.83900 -6.88505 -1.82486  -0.02
191 H 2.66715 5.37346 6.09290  0.51
192 H 5.48970 -4.59704 4.19191  0.38
193 H 2.49630 0.57124 -6.61191  0.39
194 H -1.16613 0.64859 -1.65319  -1.78
195 H -0.24327 -2.33030 1.58669  -0.42
196 H -2.81739 7.07199 -1.86192  0.17
197 H 3.21953 2.81762 0.66374  -0.91
198 H -4.58647 7.22351 -2.26922  0.31
199 H -0.89535 2.94845 -3.05478  -0.94
200 H 2.15326 8.16043 4.77065  0.25
201 H -7.13298 2.23621 3.28991  0.14
202 H 1.42395 -3.24404 5.93618  0.21
203 H -4.43437 5.68624 2.91128  0.08
204 H 6.18398 3.17864 0.45187  0.41
205 H 8.18209 -1.74130 -1.12834  0.35
206 H 0.50368 0.94641 2.21464  0.12
207 H -5.90153 4.55480 3.10352  0.33
208 H 2.70848 -5.03355 -4.43182  -0.28
209 H -5.05222 3.52629 0.03952  -0.44
210 H 2.81733 -3.96255 -1.85809  -0.76
211 H 1.23445 4.04277 0.10259  -0.90
212 H -2.87410 7.46525 3.85496  0.33
213 H 7.10486 -5.91484 2.37920  0.25
214 H 5.70277 3.61657 -5.13774  0.43
215 H 3.81478 -5.07606 3.81877  -0.26
216 H -4.15546 -9.05219 -3.40361  0.06
217 H -4.11627 1.25704 -6.14339  0.43
218 H 4.01650 -4.15605 -5.28240  0.63
219 H 6.79168 1.61691 -2.16486  0.02
220 H 5.08338 -0.26098 -0.88089  -0.31
221 H -2.91432 -7.47512 0.56400  0.50
222 H 1.85390 -4.52142 4.76897  0.51
223 H 1.03457 -0.28917 -6.46518  0.28
224 H 4.77106 -2.95717 6.79864  0.30
225 H 1.23748 8.02095 0.16594  0.02
226 H 4.27900 -2.85699 5.18266  0.01
227 H -1.53445 3.70694 -1.48593  -0.70
228 H 6.55526 0.72418 3.54738  0.48
229 H -5.11512 -7.64586 -0.24419  0.28
230 H 9.04295 -3.41887 -3.29474  0.31
231 H 1.59557 9.29077 2.03265  0.33
232 H 2.84937 4.55449 -5.42264  0.25
233 H 0.18814 -1.99770 -1.40269  -0.38
234 H 8.33154 0.94170 -2.81840  0.41
235 H 1.26669 8.98297 -2.79897  0.34
236 H -0.49817 1.31073 -6.67473  0.17
237 H -7.47985 2.24138 -0.30229  -0.57
238 H -3.40635 -2.34925 4.94417  0.10
239 H -10.71527 1.20095 -0.91938  0.30
240 H 2.49680 3.40760 6.91196  0.37
241 H 5.23052 3.93973 1.69944  0.28
242 H 5.06918 -3.33497 0.76106  -0.84
243 H 4.99933 2.19166 -4.16617  -0.05
244 H 3.30635 -2.21747 0.17779  -0.13
245 H -1.51478 -0.68634 -7.39694  0.42
246 H 8.00841 0.93335 -0.98792  0.28
247 H -2.35272 4.59753 1.65027  0.82
248 H -0.26261 -4.98028 0.58945  -0.54
249 H -0.83114 -2.38933 3.28401  -0.45
250 H -6.56486 2.53118 -2.92304  0.07
251 H -3.94066 -3.39980 3.54859  0.19
252 H 3.53378 0.56387 -2.91181  -0.25
253 H 0.73974 1.67399 -4.74508  -0.45
254 H 2.64147 -7.87364 -4.05034  0.18
255 H 1.02989 5.49078 4.07098  -1.01
256 H 1.13444 2.05816 -2.08995  -0.12
257 H -5.57267 5.41426 1.52491  0.16
258 H -4.90599 -1.43181 0.32525  0.03
259 H -7.21362 0.37428 1.92284  0.20
260 H 1.51985 -8.29656 -5.29861  0.57
261 H -0.62584 1.27015 5.63934  0.24
262 H -3.02829 1.50558 -7.35200  0.46
263 H -6.12569 0.56500 -0.92821  -0.10
264 H -3.97235 6.35809 -4.63051  0.73
265 H -2.26533 0.46236 -4.62464  -0.70
266 H -5.72665 -9.74918 -1.37437  0.35
267 H -5.68763 -10.07041 -3.69082  0.39
268 H -2.99606 7.23571 2.07890  0.12
269 H -4.55760 0.79832 -1.81029  -0.21
270 H 3.40190 4.18708 3.32007  -0.27
271 H 4.55355 -5.81604 1.57930  -0.22
272 H 0.83576 -4.10120 2.42691  -0.84
273 H -4.42826 1.06880 0.84035  -0.79
274 H -1.63743 -10.07692 -1.32842  0.31
275 H -9.03811 0.87072 -1.35276  0.23
276 H -0.65985 -9.04590 -3.65072  0.27
277 H 4.17270 0.14944 -4.57472  0.29
278 H -8.29856 2.60681 -3.34167  0.41
279 H 3.46356 5.61956 1.36929  0.33
280 H 0.22119 -1.78279 7.38341  0.31
281 H 0.32448 4.99676 -1.02089  -0.38
282 H -0.17502 3.60077 -5.68009  0.32
283 H -0.77161 7.00014 3.44944  -0.52
284 H 3.40312 5.92778 3.84833  0.48
285 H -0.02904 -5.75029 3.94152  0.67
286 H 0.08737 4.24309 -4.04197  -0.17
287 H 4.00360 2.41487 -1.37364  -1.12
288 H -0.19726 7.56196 2.00751  -0.50
289 H 2.55696 7.92563 -0.97059  0.40
290 H -2.72572 -0.73032 -1.75991  -1.61
291 H -5.92811 2.36421 4.45958  0.24
292 H -1.27884 -5.23611 -2.97145  0.27
293 H -8.40713 4.70364 -1.85803  0.23
294 H 3.36389 -1.51994 1.91831  -0.11
295 H -2.13485 -11.12317 -2.92369  0.23
296 H -7.23923 3.94768 -3.63619  0.47
297 H -2.12655 1.27596 0.22830  -0.50
298 H -3.91009 3.04045 2.58072  -0.89
299 H 5.58218 1.21006 1.60738  -0.03
300 H 2.97318 -1.20462 8.04800  0.42
301 H 2.07285 6.43011 1.89625  -0.09
302 H 0.08689 -10.30203 -4.48531  0.41
303 H -6.31516 -1.18932 4.82410  0.51
304 H 7.54881 -0.69627 4.03755  0.39
305 H 1.00331 1.23859 3.80500  -0.62
306 H 0.07775 -5.05789 -4.11052  0.60
307 H -2.40576 -1.77962 -0.33010  -0.37
308 H -2.69925 3.39912 0.44614  -0.32
309 H 0.85497 3.76047 4.24036  -0.28
310 H 1.60492 -2.73796 4.26356  -0.09
311 H -0.24800 -9.28817 -0.96823  0.18
312 H 0.46691 -5.50343 -2.45032  -0.29
313 H 5.05442 4.41312 -0.01336  0.27
314 H 8.58244 -4.11717 -1.66717  0.30
315 H -1.03428 -12.35857 -3.62810  0.44
316 H -7.43490 1.39529 4.75424  0.47
317 H -0.36049 -6.05567 1.74493  0.39
318 H -1.52227 5.32332 5.12225  -0.15
319 H 6.20787 -0.91372 6.13401  0.32
320 H 3.16071 -0.83911 5.65581  -0.18
321 H -2.06155 0.37320 5.51599  0.41
322 H -0.22514 8.17648 -3.34697  0.10
323 H 7.71331 -4.72778 -3.07197  0.18
324 H -1.38477 5.66347 -3.11831  -0.61
325 H 2.80967 5.77022 -0.90511  -0.20
326 H -3.76142 8.65194 2.77773  0.34
327 H -1.41129 6.78488 -4.56709  0.61
328 H -7.37158 -8.05356 -2.70308  0.26
329 H 3.95437 0.59074 1.44854  -0.06
330 H -5.04569 -2.95085 4.80224  0.51
331 H 8.65249 -1.46265 -2.86561  0.48
332 H -6.57973 5.27012 -0.66061  0.29
333 H -0.87766 -3.42494 -0.95179  -0.48
334 H 4.13493 2.80655 -5.42814  0.22
335 H 1.89260 10.27029 3.43244  0.41
336 H 0.81420 -3.20584 -3.50049  -1.34
337 H 5.12510 -6.35080 -3.40538  0.15
338 H 0.96829 0.61060 -1.20497  0.33
339 H 6.18583 -0.44573 -3.01489  -0.28

Computed properties:
HOMO energy = -8.6088 eV
net charge = 0
frontier orbital gap = 9.163 eV
maximum force = 4.464 eV/Å